Entry 1:
The following is a quantum chemistry calculation of a 2-piece molecular cluster, C3H10O2S overall, from OMol25.

Last column: Mulliken charge in e.
Atoms and positions in Å:
O  1.17935  -2.15077  -0.30239  -0.491
C  0.31766  -1.66067  -1.30465  -0.417
C  0.19101  -0.13918  -1.31571  -0.965
C  -0.52221  0.38688  -0.06634  -0.325
S  -0.93612  2.16041  -0.20249  -0.250
H  1.42461  -1.43399  0.28999  0.302
H  -0.68079  -2.09473  -1.19928  0.282
H  0.69841  -2.00382  -2.27449  0.286
H  -0.39115  0.18190  -2.18746  0.389
H  1.19520  0.27758  -1.34086  0.434
H  -1.47494  -0.12048  0.09753  0.289
H  0.10933  0.25154  0.81345  0.357
H  0.04817  2.51263  -1.03965  0.115
O  -0.60524  0.95975  3.22547  -0.627
H  -0.16507  1.10716  4.07660  0.312
H  -0.38821  1.76578  2.73029  0.310

Summary:
Spin multiplicity: 1
Energy relative to the best compared isomer or geometry (same formula, charge and spin) (kJ/mol): 3.3
HOMO energy (eV): -9.30

***

Entry 2:
The following is a quantum chemistry calculation of a 2-piece molecular cluster, C4H12 overall at a distorted geometry, from OMol25.

Last column: Mulliken charge in e.
Atoms and positions in Å:
C  -0.20130  1.60750  0.76609  -0.826
C  0.36497  1.75265  2.17851  -0.840
H  -1.15426  1.09269  0.65259  0.225
H  -0.34058  2.61280  0.35584  0.383
H  0.51237  1.20215  0.04481  0.253
H  1.36174  1.29628  2.26372  0.247
H  -0.15707  1.24733  2.98291  0.291
H  0.46221  2.81607  2.38828  0.268
C  -0.41742  -1.45919  -0.82594  -0.715
C  0.23516  -1.95082  -2.12272  -0.868
H  0.32773  -1.13113  -0.08244  0.203
H  -1.05157  -0.57243  -0.87207  0.207
H  -1.14520  -2.17675  -0.42959  0.363
H  -0.06283  -1.37712  -3.00570  0.268
H  1.30952  -1.97857  -1.96296  0.272
H  -0.04348  -2.98147  -2.33133  0.270

Summary:
Spin multiplicity: 1
Energy relative to the best compared isomer or geometry (same formula, charge and spin) (kJ/mol): 50.3
HOMO energy (eV): -11.46

***

Entry 3:
The following is a quantum chemistry calculation of the molecule C21H25N3O5S, from OMol25.

Last column: Mulliken charge in e.
Atoms and positions in Å:
C  4.22861  -3.00834  5.02482  -0.511
O  5.14408  -1.94059  4.93769  -0.395
C  5.13312  -1.26690  3.70874  -0.497
C  3.87804  -0.41579  3.47519  -0.528
O  2.88671  -1.17555  2.78538  -0.133
C  2.12621  -0.52465  1.90505  1.185
O  2.23477  0.67820  1.70757  -0.852
C  1.16040  -1.35734  1.19722  -0.167
C  0.29531  -0.76691  0.28578  0.332
N  0.25574  0.56127  -0.03141  -0.010
C  -0.63022  1.04426  -0.95144  1.124
O  -1.41475  0.30917  -1.50963  -0.703
C  -0.52691  2.55337  -1.16208  -1.594
N  -1.43616  3.07570  -2.13027  0.263
C  -2.80461  3.00206  -1.98368  0.665
C  -3.54806  2.71596  -0.85149  -0.688
C  -4.93186  2.76688  -0.94767  -0.679
C  -5.55933  3.09420  -2.13594  -0.585
C  -4.80744  3.38548  -3.27052  -0.627
C  -3.43763  3.33698  -3.18567  0.450
C  -2.38965  3.62007  -4.22427  -0.845
C  -1.08267  3.16119  -3.54486  0.132
C  -0.59988  1.82550  -4.11283  -1.544
S  -0.76984  -1.87989  -0.45194  -0.301
C  -0.05544  -3.19606  0.46384  0.331
C  -0.55166  -4.57080  0.28272  0.706
N  -1.59235  -4.69554  -0.57688  -0.350
O  -0.08286  -5.54334  0.84505  -0.690
C  0.95135  -2.76894  1.29156  -0.684
C  1.73906  -3.65919  2.18572  -1.006
H  3.19385  -2.66201  4.94683  0.160
H  4.38546  -3.46404  6.00018  0.315
H  4.41295  -3.75083  4.23993  0.267
H  6.00547  -0.61029  3.73826  0.321
H  5.24179  -1.97533  2.87386  0.330
H  3.46883  -0.08957  4.43721  0.288
H  4.11743  0.46849  2.87651  0.427
H  0.94478  1.12735  0.47190  0.285
H  0.49635  2.80124  -1.46061  0.456
H  -0.71825  3.03364  -0.19334  0.501
H  -3.07660  2.44956  0.08247  0.343
H  -5.52731  2.54069  -0.07493  0.389
H  -6.63738  3.12141  -2.18594  0.378
H  -5.29334  3.64117  -4.20097  0.423
H  -2.36299  4.68767  -4.45557  0.285
H  -2.57142  3.07869  -5.15264  0.419
H  -0.28564  3.90860  -3.65786  0.284
H  0.33020  1.51021  -3.64372  0.340
H  -1.35077  1.05864  -3.93881  0.356
H  -0.42562  1.92024  -5.18200  0.494
H  -2.00938  -3.91584  -1.05261  0.103
H  -1.96407  -5.61746  -0.73097  0.227
H  1.58263  -3.37333  3.22391  0.171
H  1.43074  -4.68985  2.04442  0.392
H  2.80024  -3.55950  1.96871  0.246

Summary:
Spin multiplicity: 1
Energy relative to the best compared isomer or geometry (same formula, charge and spin) (kJ/mol): 133.3
HOMO energy (eV): -7.54

***

Entry 4:
The following is a quantum chemistry calculation of an isolated ion of composition C3H5NO2S and charge -2 at a distorted geometry, from OMol25.

Last column: Mulliken charge in e.
Atoms and positions in Å:
O  -1.16906  -0.66758  -2.26390  -0.758
C  -0.40792  -1.39141  -1.59523  0.556
O  -0.35316  -2.64762  -1.55478  -0.810
N  0.57514  -0.72048  -0.78441  -0.263
C  0.29459  0.58225  -0.17436  -0.469
C  -0.03523  0.50942  1.31580  -0.621
S  0.47331  1.98010  2.28670  -0.797
H  1.16687  -1.28602  -0.20151  0.210
H  -0.42122  1.10976  -0.80232  0.288
H  1.23197  1.16027  -0.17281  0.263
H  0.49578  -0.35750  1.71384  0.187
H  -1.11571  0.36564  1.40508  0.214

Summary:
Spin multiplicity: 1
Energy relative to the best compared isomer or geometry (same formula, charge and spin) (kJ/mol): 13.7
HOMO energy (eV): 0.34
Charge: -2